Formula: C22H18FN3O5
Source: the Open Molecules 2025 dataset
Level of theory: ωB97M-V with the def2-TZVPD basis set

Output
Multiplicity = 1
E = -1489.35477 Ha
HOMO-LUMO gap = 7.88 eV
Relative energy (zero: lowest compared OMol25 entry of this formula, charge and spin) = 115.99 kJ/mol
Structure (SMILES) = CCOCn1oc(=O)c(-c2ccc(F)cc2)c1-c1ccnc(Oc2ccccc2O)n1

CARTESIAN COORDINATES (ANGSTROEM)
1 C -2.189 5.242 0.735
2 H 0.041 -3.006 -0.225
3 C 2.229 3.173 2.208
4 C -4.104 4.709 -0.488
5 O -2.381 1.644 0.253
6 C -3.358 5.640 0.177
7 C 2.047 -0.574 1.866
8 H 2.258 1.821 0.595
9 H 3.041 -4.271 -2.770
10 F 1.953 4.722 4.022
11 H -0.642 2.559 1.487
12 H -0.025 1.086 -3.273
13 C -3.803 3.359 -0.521
14 H 1.592 2.309 5.476
15 C -0.151 0.878 -2.249
16 C 1.705 2.304 4.394
17 C 2.001 0.777 2.546
18 C 2.159 1.917 1.675
19 C 1.792 0.986 3.887
20 H -3.477 6.751 0.090
21 C 2.838 -1.723 2.309
22 C 1.136 -3.210 -0.269
23 H 4.116 -5.744 -1.288
24 H 1.174 -4.127 0.349
25 C 0.773 0.150 -1.547
26 C 1.894 3.410 3.537
27 C 0.528 -0.084 -0.189
28 O 3.337 -1.805 3.412
29 N -0.541 0.451 0.385
30 H 2.586 3.974 1.618
31 C 3.162 -5.414 -1.020
32 H 2.415 -6.247 -1.257
33 O 1.516 -3.545 -1.554
34 C -1.323 1.174 -0.360
35 C -2.732 2.915 0.236
36 H 1.663 0.145 4.541
37 C 2.896 -4.069 -1.689
38 N -1.161 1.489 -1.655
39 N 1.961 -2.185 0.361
40 H 1.542 -0.406 -2.075
41 C 1.428 -0.991 0.661
42 H 3.669 -3.401 -1.336
43 H 3.114 -5.272 -0.027
44 O 2.844 -2.690 1.399
45 H -4.423 2.692 -1.006
46 H -5.056 4.990 -0.916
47 O -0.715 3.521 1.552
48 C -1.875 3.887 0.831
49 H -1.525 6.020 1.042



Formula: CH2IO3S
Source: the Open Molecules 2025 dataset
Level of theory: ωB97M-V with the def2-TZVPD basis set

Output
Multiplicity = 1
E = -960.86708 Ha
HOMO-LUMO gap (spin up / spin down) = 6.41 / 7.59 eV
Relative energy (zero: lowest compared OMol25 entry of this formula, charge and spin) = 307.83 kJ/mol
Total charge = -1

CARTESIAN COORDINATES (ANGSTROEM)
1 I 0.464 2.080 2.833
2 O 1.046 -0.225 -1.541
3 H -1.248 0.806 1.041
4 O -0.480 -1.443 0.057
5 C -0.151 1.269 0.959
6 S 0.303 -1.448 -1.210
7 H 0.533 0.971 0.194
8 O -0.467 -2.010 -2.334



Formula: C6H11KO7
Source: the Open Molecules 2025 dataset
Level of theory: ωB97M-V with the def2-TZVPD basis set

Output
Multiplicity = 1
E = -1361.90645 Ha
HOMO-LUMO gap = 5.73 eV
Relative energy (zero: lowest compared OMol25 entry of this formula, charge and spin) = 0.00 kJ/mol
Total charge = -2

CARTESIAN COORDINATES (ANGSTROEM)
1 H -3.790 -5.582 2.815
2 O 1.757 1.379 2.454
3 O -5.576 -3.289 2.592
4 H 4.366 2.422 3.984
5 H -4.702 -5.354 1.270
6 O 0.754 1.721 -3.382
7 O 1.999 1.959 4.646
8 C 1.464 1.469 -4.409
9 O -3.501 -2.556 2.299
10 C -4.369 -3.481 2.381
11 H -2.106 1.762 -1.872
12 H 4.234 0.797 3.098
13 C 3.938 1.844 3.165
14 O -2.986 1.771 -1.495
15 H -3.071 -4.932 1.431
16 C 2.401 1.781 3.460
17 K -0.589 -1.206 -0.379
18 H 2.922 2.408 -5.794
19 O 1.461 0.371 -4.962
20 H 4.060 2.429 2.253
21 H 3.579 2.069 -4.267
22 H -3.505 1.223 -2.083
23 H 2.607 3.478 -4.452
24 C -4.009 -4.910 1.985
25 C 2.663 2.428 -4.736



Formula: C4H6N2O3S
Source: the Open Molecules 2025 dataset
Level of theory: ωB97M-V with the def2-TZVPD basis set

Output
Multiplicity = 1
E = -889.38961 Ha
HOMO-LUMO gap = 9.54 eV
Relative energy (zero: lowest compared OMol25 entry of this formula, charge and spin) = 43.74 kJ/mol

CARTESIAN COORDINATES (ANGSTROEM)
1 H -2.665 -1.836 -0.846
2 C -0.174 1.274 0.647
3 S 2.459 0.378 0.257
4 N -1.276 0.662 0.600
5 H -2.275 -1.537 0.816
6 H 0.011 1.853 1.549
7 C 1.414 -1.118 0.719
8 O 1.280 -2.049 0.002
9 N -2.230 -1.261 -0.148
10 C -1.736 -0.057 -0.514
11 O -1.749 0.369 -1.645
12 H 0.969 -1.015 1.722
13 O 3.207 0.034 -0.936
14 H 1.253 2.274 -0.573
15 C 0.903 1.263 -0.363
16 H 0.610 0.766 -1.288